This record from the OMol25 dataset describes a molecular structure, C22H30OReS3Sb2Se4 in a non-equilibrium geometry. The level of theory is wB97M-V/def2-TZVPD.

As for the molar mass: 1152.25 u. As for the largest force on an atom: 2.25 eV/A. Its net charge is +3. For the frontier orbital gap, the calculation gives 0.139 hartree.

XYZ file:
```
63
Properties=species:S:1:pos:R:3:forces:R:3
Re 0.6213 -0.6457 1.5333 1.8 -0.8 -1.1
Se 3.4744 -3.1611 4.4368 0.1 0.7 -0.3
Sb 3.7922 -1.0047 3.6531 0.6 0.1 0.5
Se 2.6673 -1.3525 0.9277 -1.1 0.2 -0.1
Se 0.8272 -0.0996 3.6729 -0.8 0.0 0.2
Se 4.7296 1.1154 3.4408 -0.2 -0.7 0.1
C 1.0338 3.4751 3.0214 0.1 0.2 0.1
C 1.5575 3.4885 1.6016 -0.2 -0.3 -0.1
C 1.1553 4.7387 0.8153 0.1 0.1 0.1
Sb 0.8542 1.8365 0.3617 -0.4 0.1 0.2
C 2.1563 1.6326 -1.3572 -0.3 0.0 0.3
C 1.8722 2.7702 -2.3357 0.2 -0.1 -0.2
C 3.5919 1.5930 -0.8697 0.1 0.0 -0.3
C -1.2947 1.9123 -0.0187 0.2 0.2 -0.1
C -1.6820 3.1253 -0.8618 -0.1 -0.1 0.0
C -2.0064 1.8686 1.3257 -0.1 0.0 0.0
H 1.5367 4.2751 3.5734 -0.1 0.0 0.0
H 1.2601 2.5537 3.5584 0.0 0.0 0.0
H -0.0366 3.6694 3.0725 0.0 0.0 0.0
H 2.6356 3.3355 1.5836 0.1 0.1 0.0
H 0.0784 4.9039 0.8439 0.0 0.0 0.0
H 1.4835 4.7319 -0.2239 0.0 0.0 0.0
H 1.6275 5.6011 1.2930 0.0 0.0 0.0
H 1.8364 0.6742 -1.7708 0.1 0.0 -0.1
H 2.2519 3.7258 -1.9742 0.0 0.0 0.0
H 0.8187 2.8770 -2.5888 0.0 0.0 0.0
H 2.4042 2.5475 -3.2643 0.0 0.0 0.0
H 3.8911 2.5318 -0.4016 0.0 0.0 0.0
H 4.2431 1.4387 -1.7352 0.0 0.0 0.1
H 3.8047 0.7752 -0.1748 0.0 0.0 0.0
H -1.4582 0.9874 -0.5748 0.0 0.0 0.0
H -1.6384 4.0510 -0.2885 0.0 0.0 0.0
H -2.7165 2.9917 -1.1871 0.0 0.0 0.0
H -1.0767 3.2430 -1.7591 -0.1 0.0 0.0
H -1.8011 2.7540 1.9279 0.0 0.0 0.0
H -1.7691 0.9839 1.9277 0.0 0.0 0.0
H -3.0830 1.8331 1.1466 0.0 0.0 0.0
O -0.5705 -1.4196 0.4683 0.0 1.0 0.9
C -1.1356 -2.5625 -0.3624 -0.4 -1.2 -0.8
C -0.8200 -3.8016 0.4528 0.1 0.6 0.4
C -0.8748 -5.0923 0.0626 0.0 -0.5 -0.1
C -0.5568 -6.0057 1.1216 0.0 0.0 -0.3
C -0.2745 -5.3860 2.2881 0.0 0.1 0.1
S -0.4363 -3.6846 2.1269 0.0 0.1 0.3
C -0.3891 -2.5071 -1.6453 0.0 0.1 0.2
C -0.6346 -1.6601 -2.6920 0.0 0.0 -0.4
C 0.3333 -1.7758 -3.7240 -0.2 0.1 0.1
C 1.3022 -2.6899 -3.4224 0.1 0.0 0.1
S 1.0528 -3.4155 -1.9017 0.2 -0.1 -0.1
C -2.6115 -2.3222 -0.5282 0.4 0.5 0.4
C -3.4299 -2.8808 -1.4491 -0.4 -0.2 -0.4
C -4.7939 -2.4844 -1.2796 0.2 -0.2 -0.3
C -4.9660 -1.6377 -0.2396 0.0 0.1 0.2
S -3.4849 -1.3274 0.5619 -0.1 0.2 0.3
H -1.1399 -5.4072 -0.9391 0.0 0.0 0.1
H -0.5368 -7.0800 1.0041 0.0 0.0 0.0
H -0.0213 -5.8243 3.2410 0.0 0.0 0.0
H -1.5025 -1.0151 -2.7446 0.0 0.0 0.0
H 0.2907 -1.2381 -4.6615 0.0 0.0 0.0
H 2.1302 -3.0111 -4.0380 0.0 0.0 0.0
H -3.0907 -3.5536 -2.2278 0.0 0.1 0.0
H -5.6034 -2.8133 -1.9162 0.1 0.0 0.0
H -5.8787 -1.1819 0.1133 0.0 0.0 0.0
```
Positions in Å, forces in eV/Å.

***

This record from the OMol25 dataset describes a molecular structure, C22H31B2BeCl2F14N10O4S2 in a non-equilibrium geometry. The level of theory is wB97M-V/def2-TZVPD.

As for the molar mass: 931.20 u. As for the largest force on an atom: 3.16 eV/A. Its net charge is -1. For the frontier orbital gap, the calculation gives 0.319 hartree.

XYZ file:
```
88
Properties=species:S:1:pos:R:3:forces:R:3
Be -0.8722 -0.4880 -3.3539 -0.2 2.9 1.3
B -0.4975 1.9578 -5.7855 -0.7 0.9 -0.9
F -1.5497 1.3514 -6.4764 0.2 -0.4 0.3
F 0.6111 2.0691 -6.6235 0.0 -0.1 0.4
F -0.9032 3.1341 -5.2075 0.4 -0.1 -0.3
F -0.0824 1.1056 -4.6421 -0.4 -2.6 1.3
B -2.2702 2.0553 -2.4859 -0.4 1.2 -0.3
F -2.5534 1.0852 -3.5270 1.0 -1.5 0.2
F -0.9141 1.9182 -2.1610 -0.1 -0.3 0.1
F -2.5721 3.3019 -2.9840 0.0 -0.1 0.3
F -3.0709 1.7879 -1.3643 -0.1 -0.1 -0.1
C -1.1595 -0.1293 0.8374 1.2 1.0 0.3
F -2.2524 0.0883 0.1749 -0.7 -0.5 0.0
F -0.5733 1.0398 1.0713 0.2 0.2 -0.1
F -1.3935 -0.6568 2.0404 -0.4 -0.7 0.0
S -0.0388 -1.2431 -0.1393 -0.9 -1.0 -0.6
O 1.0220 -1.6946 0.7154 0.3 1.1 0.2
O -0.8842 -2.3319 -0.5317 -0.6 0.7 -0.6
N 0.4021 -0.2489 -1.4706 -0.9 -2.3 1.0
S 1.9174 0.1951 -1.0993 2.4 1.5 -0.2
O 1.9719 1.0724 0.0372 -0.5 0.2 -0.1
O 2.9133 -0.8472 -1.0575 -0.5 -0.4 -0.9
C 2.4716 1.2873 -2.5464 -1.3 0.1 0.3
F 3.7731 1.4996 -2.3654 0.1 -0.2 -0.2
F 2.2302 0.7263 -3.7188 0.6 -0.4 0.1
F 1.8467 2.4522 -2.5115 0.1 0.0 0.2
C -5.3276 -2.0082 -1.2227 -1.2 0.6 -1.2
C -4.0480 -1.6574 -1.8074 0.1 0.4 0.5
N -3.0736 -1.2969 -2.2845 1.3 -0.2 -0.7
H -5.5357 -1.7047 -0.2021 0.8 -0.5 0.3
H -5.5774 -3.0288 -1.5000 0.1 -0.2 0.6
H -6.0765 -1.4048 -1.7565 0.2 0.0 -0.2
C -1.4785 -5.2036 1.0284 -0.3 0.5 -0.3
C -2.6092 -4.2807 0.9160 0.6 0.0 0.2
N -3.4813 -3.5583 0.7574 -0.4 0.2 0.1
H -1.8610 -6.1167 1.4760 0.3 -0.2 -0.2
H -0.6475 -4.7967 1.6022 -0.3 0.2 0.3
H -1.0948 -5.2929 0.0114 -0.1 -0.5 0.0
C 3.1242 1.4889 3.2417 0.2 0.3 0.2
C 3.0634 2.9093 2.8938 -0.6 0.1 -0.6
N 2.9456 4.0260 2.6403 0.3 -0.4 0.1
H 2.1521 1.1230 3.5665 0.0 0.2 0.2
H 3.8483 1.4682 4.0570 -0.1 -0.6 0.0
H 3.4187 0.8407 2.4197 0.2 0.3 -0.2
C 2.1419 5.7869 -1.9009 0.6 -0.4 0.3
C 0.9850 5.6137 -2.7641 -0.1 0.3 0.4
N 0.0383 5.4884 -3.3974 -0.1 0.1 -0.2
H 2.9653 6.2701 -2.4254 -0.1 -0.1 -0.1
H 2.4763 4.8042 -1.5622 0.1 0.0 -0.1
H 1.9600 6.3609 -0.9928 -0.5 0.1 -0.2
C 6.9275 1.7807 -1.4424 -1.3 0.3 -1.5
C 8.1003 0.9584 -1.6425 0.3 0.1 0.5
N 9.0207 0.3007 -1.8358 0.0 0.0 0.0
H 6.9498 2.6517 -2.1038 0.5 0.2 0.3
H 6.6247 2.0903 -0.4494 0.5 -0.2 0.2
H 6.0831 1.2679 -1.9145 0.0 -0.4 0.5
C -3.0244 -3.1361 4.4712 -0.1 -1.2 1.3
C -3.2671 -4.5777 4.3313 -0.4 0.9 -0.8
N -3.4445 -5.6971 4.1866 0.0 -0.7 0.0
H -3.9213 -2.5261 4.4314 -0.1 -0.1 -0.5
H -2.2297 -2.8527 3.7922 0.0 0.4 0.1
H -2.7325 -3.1415 5.5285 0.6 0.8 -0.2
C 2.0268 -3.9752 -1.3354 -0.5 0.2 0.2
C 1.0557 -3.3700 -2.2387 0.9 -0.7 0.1
N 0.2837 -2.9529 -2.9643 -0.9 1.2 -1.0
H 2.4051 -3.1995 -0.6687 0.1 0.0 0.0
H 2.8371 -4.4389 -1.8903 0.0 0.0 0.0
H 1.4722 -4.7100 -0.7516 0.2 -0.1 0.1
C -0.7939 4.5480 0.0674 -0.4 0.2 0.5
C -0.4565 5.8579 0.6231 0.1 -0.2 -0.2
N -0.2427 6.8828 1.0918 0.1 0.2 0.0
H -1.3453 4.0433 0.8633 -0.1 -0.2 -0.2
H 0.0784 3.9449 -0.1706 0.1 0.1 -0.1
H -1.4442 4.6849 -0.7956 0.1 -0.2 -0.1
C -4.8050 1.4397 1.5504 1.1 -0.7 -1.2
C -5.8319 0.4204 1.6862 0.1 0.8 0.3
N -6.6725 -0.3536 1.7357 -0.3 -0.5 0.1
H -4.3604 1.2575 0.5627 -0.2 0.3 -0.1
H -3.9377 1.2574 2.1833 -0.4 0.2 0.5
H -5.1387 2.4704 1.5544 -0.3 -0.1 0.3
Cl 0.1671 -4.0915 5.5942 0.1 0.0 -0.2
C 1.5657 -4.0969 4.4689 0.2 -0.2 0.3
C 1.8805 -2.7022 3.9861 0.2 0.4 0.3
Cl 3.2118 -2.8057 2.8056 0.0 0.0 -0.1
H 1.3816 -4.8054 3.6658 -0.3 0.2 -0.1
H 2.3987 -4.4996 5.0398 0.1 0.1 0.0
H 2.2599 -2.0853 4.7984 0.0 -0.1 0.1
H 1.0377 -2.1576 3.5660 0.0 -0.3 -0.4
```
Positions in Å, forces in eV/Å.